*A*
ORCA calculation (ωB97M-V/def2-TZVPD) on the molecule C4H5NO2.

The value obtained for the orbital gap is 9.38 eV.

The geometry in ORCA input format:
```
! wB97M-V def2-TZVPD RIJCOSX def2/J DEFGRID3
* xyz 0 1
C 0.559 0.765 1.221
N 1.398 -0.306 0.715
C 1.173 -1.039 -0.276
O 0.152 -1.111 -1.200
C -0.772 -0.079 -1.315
C -1.914 -0.129 -0.654
O -2.906 -0.138 -0.038
H -0.448 0.421 1.486
H 0.457 1.588 0.506
H 1.024 1.160 2.129
H 1.873 -1.835 -0.531
H -0.594 0.703 -2.043
*
```

***

*B*
ORCA calculation (ωB97M-V/def2-TZVPD) on the molecule C4H5NO2.

The value obtained for the orbital gap is 9.71 eV.

The geometry in ORCA input format:
```
! wB97M-V def2-TZVPD RIJCOSX def2/J DEFGRID3
* xyz 0 1
O 1.745 1.511 0.999
C 2.026 0.486 0.432
C 0.987 -0.552 -0.008
O 1.346 -1.559 -0.584
N -0.295 -0.298 0.408
C -1.482 -0.730 -0.278
C -1.204 0.727 -0.043
H 3.062 0.193 0.165
H -2.195 -1.271 0.348
H -1.358 -1.115 -1.289
H -0.893 1.349 -0.886
H -1.739 1.259 0.737
*
```

***

Relative energy of each structure, in kcal/mol: *A* 20.6; *B* 0.0.

***

*A*
ORCA calculation (ωB97M-V/def2-TZVPD) on the molecule C4H5NO2.

The value obtained for the orbital gap is 10.64 eV.

The geometry in ORCA input format:
```
! wB97M-V def2-TZVPD RIJCOSX def2/J DEFGRID3
* xyz 0 1
O -2.564 0.783 0.452
C -1.903 -0.108 -0.023
C -0.407 0.018 -0.301
C 0.507 0.891 0.502
N 1.756 0.342 -0.124
C 1.492 -0.904 -0.251
O 0.199 -1.282 -0.161
H -2.361 -1.095 -0.255
H 0.196 0.398 -1.238
H 0.319 1.946 0.296
H 0.578 0.712 1.580
H 2.188 -1.702 -0.478
*
```

***

*B*
ORCA calculation (ωB97M-V/def2-TZVPD) on the molecule C4H5NO2.

The value obtained for the orbital gap is 10.04 eV.

The geometry in ORCA input format:
```
! wB97M-V def2-TZVPD RIJCOSX def2/J DEFGRID3
* xyz 0 1
O 0.343 0.739 2.939
C -0.103 1.269 1.957
C -0.016 0.834 0.480
O 0.047 1.784 -0.278
N -0.308 -0.450 0.021
C -0.340 -0.528 -1.431
C 0.480 -1.491 -0.674
H -0.614 2.254 1.991
H 0.147 0.331 -1.894
H -1.295 -0.822 -1.854
H 0.097 -2.497 -0.497
H 1.562 -1.423 -0.758
*
```

***

Relative energy of each structure, in kcal/mol: *A* 2.5; *B* 0.0.

***

*A*
ORCA calculation (ωB97M-V/def2-TZVPD) on C4H5NO2 as an isolated structure.

The value obtained for the orbital gap is 9.24 eV.

The geometry in ORCA input format:
```
! wB97M-V def2-TZVPD RIJCOSX def2/J DEFGRID3
* xyz 0 1
O -0.318 -2.591 -0.560
C -0.006 -1.410 -0.266
N -0.556 -0.283 -0.719
C -0.026 1.014 -0.400
C -0.323 1.499 1.010
O -0.937 0.885 1.840
C 0.928 -1.906 0.650
H -1.388 -0.370 -1.285
H -0.423 1.752 -1.109
H 1.066 1.022 -0.531
H 0.097 2.502 1.219
H 1.885 -2.116 0.150
*
```

***

*B*
ORCA calculation (ωB97M-V/def2-TZVPD) on C4H5NO2 as an isolated structure.

The value obtained for the orbital gap is 10.20 eV.

The geometry in ORCA input format:
```
! wB97M-V def2-TZVPD RIJCOSX def2/J DEFGRID3
* xyz 0 1
O -1.838 -0.300 1.282
C -1.657 -0.175 0.090
C -0.598 0.698 -0.484
C 0.215 1.388 0.321
N 1.853 -0.453 0.384
C 1.081 -1.188 -0.224
O 0.311 -1.845 -0.806
H -2.291 -0.717 -0.641
H -0.489 0.717 -1.568
H 0.985 2.053 -0.058
H 0.086 1.328 1.400
H 2.343 -1.505 0.303
*
```

***

Relative energy of each structure, in kcal/mol: *A* 31.2; *B* 0.0.

***

*A*
ORCA calculation (ωB97M-V/def2-TZVPD) on C4H5N3S as an isolated structure.

The value obtained for the orbital gap is 9.01 eV.

The geometry in ORCA input format:
```
! wB97M-V def2-TZVPD RIJCOSX def2/J DEFGRID3
* xyz 0 1
C 0.760 -0.120 0.393
C -1.217 -0.902 -0.060
C -1.277 0.926 -1.289
C -0.353 0.119 -0.414
H 2.271 1.220 0.160
H 2.065 0.707 1.694
H 1.174 -1.962 1.324
H -1.538 1.878 -0.873
H -1.014 1.156 -2.316
N 2.025 0.399 0.657
N 0.516 -1.338 0.966
N -0.785 -1.808 0.751
S -2.628 -0.274 -0.993
*
```

***

*B*
ORCA calculation (ωB97M-V/def2-TZVPD) on the molecule C4H5N3S.

The value obtained for the orbital gap is 8.67 eV.

The geometry in ORCA input format:
```
! wB97M-V def2-TZVPD RIJCOSX def2/J DEFGRID3
* xyz 0 1
S -2.443 -0.542 0.136
C -0.877 -0.023 -0.161
N -0.583 1.281 -0.020
N 0.703 1.748 0.107
C 1.362 0.666 -0.206
N 0.488 -0.452 -0.478
C 1.524 -1.473 -0.054
C 2.485 -0.320 0.305
H -1.183 2.214 -0.262
H 0.994 -2.047 0.794
H 1.909 -2.243 -0.750
H 3.727 -0.350 -0.116
H 2.419 -0.042 1.603
*
```

***

*C*
ORCA calculation (ωB97M-V/def2-TZVPD) on the molecule C4H5N3S.

The value obtained for the orbital gap is 8.37 eV.

The geometry in ORCA input format:
```
! wB97M-V def2-TZVPD RIJCOSX def2/J DEFGRID3
* xyz 0 1
C -1.972 -1.017 -0.348
N -1.088 -0.151 -0.201
N 0.120 -0.758 -0.430
C 1.157 -0.236 0.097
S 2.701 -0.691 -0.463
C 0.915 0.927 0.932
C 0.461 1.900 -0.135
N 0.294 2.576 -1.134
H -2.978 -0.590 0.156
H -2.053 -2.191 -0.585
H 0.464 -1.777 -0.825
H 1.927 1.195 1.237
H 0.053 0.814 1.700
*
```

***

Relative energy of each structure, in kcal/mol: *A* 0.0; *B* 53.9; *C* 50.2.